# 1
A structure of composition C24H44BNO48S10 in a non-equilibrium geometry. Source: OMol25; level of theory: wB97M-V/def2-TZVPD.

ORCA input file:
```
! wB97M-V def2-TZVPD RIJCOSX def2/J DEFGRID3
* xyz 0 1
N 4.474 -0.362 -3.297
H 4.942 0.304 -2.679
H 4.957 -0.255 -4.183
H 3.515 -0.037 -3.191
H 4.641 -1.271 -2.878
O -1.335 -3.048 1.280
C -0.946 -2.058 0.691
O 0.210 -1.378 0.950
B 0.355 -0.301 -0.039
O -0.861 -0.275 -0.878
C -1.597 -1.326 -0.569
O -2.746 -1.511 -0.944
O 0.516 1.017 0.642
C 1.567 1.626 0.221
O 2.003 2.711 0.561
C 2.342 0.648 -0.697
O 1.524 -0.446 -0.911
O 3.481 0.851 -1.033
C -0.056 0.598 -4.277
C -0.773 0.033 -5.518
O 0.251 -0.846 -6.066
S 1.745 -0.195 -5.824
O 2.121 0.598 -6.976
O 2.649 -1.269 -5.475
O 1.339 0.749 -4.609
H -0.087 -0.044 -3.399
H -0.478 1.570 -4.022
H -0.987 0.747 -6.312
H -1.676 -0.479 -5.192
C -0.378 5.210 5.629
C 0.857 5.854 4.950
O 0.691 5.425 3.600
S -0.513 4.288 3.358
O -0.051 3.137 2.633
O -1.780 4.856 2.989
O -0.605 4.008 4.942
H -1.331 5.739 5.678
H -0.114 4.907 6.642
H 1.709 5.387 5.444
H 0.953 6.931 5.071
C -3.002 -5.998 0.833
C -4.267 -6.722 1.441
O -4.304 -6.344 2.799
S -2.846 -5.910 3.380
O -2.045 -7.075 3.704
O -3.116 -4.879 4.354
O -2.454 -5.258 1.940
H -3.302 -5.311 0.046
H -2.266 -6.718 0.480
H -4.131 -7.802 1.321
H -5.198 -6.678 0.875
C 2.984 5.731 1.338
C 4.384 5.463 0.825
O 5.070 6.633 0.490
S 3.968 7.667 -0.194
O 3.922 7.437 -1.616
O 4.141 9.046 0.147
O 2.638 6.910 0.539
H 2.983 6.177 2.334
H 2.180 5.012 1.214
H 4.239 4.882 -0.090
H 5.004 4.934 1.547
C 0.014 4.813 -1.655
C -0.890 4.662 -0.453
O -2.219 4.759 -0.832
S -2.389 4.368 -2.429
O -3.118 5.397 -3.138
O -2.748 2.994 -2.524
O -0.796 4.564 -2.791
H 0.888 4.189 -1.454
H 0.466 5.802 -1.746
H -0.541 5.345 0.322
H -0.781 3.668 -0.009
C 1.840 -4.460 -1.030
C 2.859 -3.395 -1.567
O 2.157 -2.721 -2.632
S 0.672 -3.428 -2.934
O 0.718 -4.352 -4.036
O -0.388 -2.438 -3.048
O 0.537 -4.121 -1.480
H 1.821 -4.512 0.058
H 2.004 -5.501 -1.315
H 3.690 -3.846 -2.104
H 3.040 -2.812 -0.667
C 0.026 -5.081 3.357
C -0.014 -3.536 3.160
O 1.229 -3.165 2.656
S 2.432 -4.118 3.140
O 3.156 -3.508 4.230
O 3.094 -4.616 1.943
O 1.418 -5.262 3.675
H -0.165 -5.720 2.497
H -0.410 -5.350 4.316
H -0.045 -3.039 4.132
H -0.845 -3.243 2.522
C 5.503 -0.178 1.576
C 4.374 -1.150 1.509
O 4.726 -2.030 0.360
S 6.291 -1.831 -0.128
O 6.346 -1.010 -1.291
O 7.012 -3.085 -0.072
O 6.613 -0.978 1.232
H 5.650 0.368 2.504
H 5.371 0.556 0.776
H 3.402 -0.854 1.121
H 4.330 -1.802 2.381
C -2.818 1.951 1.090
C -3.451 0.583 1.188
O -4.071 0.486 2.493
S -3.830 1.773 3.490
O -2.900 1.401 4.528
O -5.133 2.321 3.800
O -3.140 2.670 2.311
H -3.138 2.453 0.180
H -1.737 1.819 1.105
H -2.888 -0.345 1.277
H -4.255 0.321 0.500
C -6.543 -0.650 -2.770
C -5.611 -1.858 -3.153
O -6.399 -2.736 -3.979
S -7.923 -2.565 -3.451
O -7.993 -3.157 -2.136
O -8.943 -2.925 -4.428
O -7.761 -0.958 -3.340
H -6.184 0.337 -3.052
H -6.655 -0.724 -1.686
H -5.208 -2.305 -2.248
H -4.864 -1.527 -3.872
*
```

As for the total energy: -8613.71846 hartree. The maximum force is 6.05 eV Å⁻¹. For the energy above the lowest of the compared OMol25 structures with the same formula, charge and spin, the calculation gives 91.4 kcal per mole.

Here are the Löwdin charges for atoms 1 to 4, given in e:
1 N 0.32
2 H 0.11
3 H 0.16
4 H 0.11

=====

# 2
A cluster of 2 separate species, CH9N3 in total. Source: OMol25; level of theory: wB97M-V/def2-TZVPD.

ORCA input file:
```
! wB97M-V def2-TZVPD RIJCOSX def2/J DEFGRID3
* xyz -1 2
N 2.694 0.704 -0.069
H 1.907 0.162 0.305
H 2.931 1.497 0.510
H 2.308 1.065 -0.936
N -2.132 -0.258 0.631
C -0.957 0.155 -0.084
N 0.049 -0.886 -0.285
H -2.032 -0.971 1.327
H -3.053 -0.207 0.239
H -0.469 0.989 0.416
H -1.257 0.551 -1.054
H 0.142 -1.099 -1.277
H -0.131 -1.700 0.279
*
```

As for the total energy: -207.68683 hartree. The maximum force is 0.77 eV Å⁻¹. For the energy above the lowest of the compared OMol25 structures with the same formula, charge and spin, the calculation gives 7.9 kcal per mole.

Here are the natural (NBO) charges for atoms 1 to 4, given in e:
1 N -1.14
2 H 0.39
3 H 0.33
4 H 0.34

=====

# 3
A structure of composition C10H12N2OOsSe2Te2 in a non-equilibrium geometry. Source: OMol25; level of theory: wB97M-V/def2-TZVPD.

ORCA input file:
```
! wB97M-V def2-TZVPD RIJCOSX def2/J DEFGRID3
* xyz 0 1
Os -1.658 1.335 0.834
Se -3.815 0.163 1.204
Te -5.320 0.389 -0.725
Te -4.590 2.871 -1.495
Se -2.122 2.639 -1.081
C -0.052 -3.159 -1.611
N 0.556 -2.081 -0.857
C 0.365 -2.261 0.573
C 0.088 -0.781 -1.321
C 0.848 0.360 -0.679
C 2.199 0.443 -1.012
C 3.019 1.430 -0.487
C 2.487 2.355 0.397
C 1.148 2.284 0.748
C 0.306 1.303 0.218
H 0.401 -4.111 -1.328
H 0.114 -3.004 -2.678
H -1.144 -3.235 -1.443
H 0.636 -3.280 0.848
H -0.679 -2.095 0.883
H 0.992 -1.570 1.136
H -0.976 -0.673 -1.165
H 0.235 -0.738 -2.405
H 2.610 -0.296 -1.695
H 4.066 1.475 -0.763
H 3.115 3.130 0.825
H 0.754 3.009 1.453
O -1.208 1.591 5.037
C -1.211 1.379 3.886
N -1.164 1.127 2.705
*
```

As for the total energy: -6002.55533 hartree. The maximum force is 1.74 eV Å⁻¹. For the energy above the lowest of the compared OMol25 structures with the same formula, charge and spin, the calculation gives 25.7 kcal per mole.

Here are the natural (NBO) charges for atoms 1 to 4, given in e:
1 Os 0.63
2 Se -0.14
3 Te 0.15
4 Te 0.11

=====

# 4
The ion C4H5N2O3 with charge -1 in a non-equilibrium geometry. Source: OMol25; level of theory: wB97M-V/def2-TZVPD.

ORCA input file:
```
! wB97M-V def2-TZVPD RIJCOSX def2/J DEFGRID3
* xyz -1 1
C 0.062 -0.967 1.976
C -0.453 0.009 0.851
N -0.790 -0.743 -0.312
C -0.416 -0.125 -1.431
O -0.474 -0.505 -2.678
N 0.269 1.018 -1.052
O 0.706 1.816 -2.034
C 0.441 1.182 0.259
O 0.951 2.149 0.892
H -0.890 -1.617 2.282
H 0.243 -0.305 2.800
H 0.878 -1.565 1.522
H -1.005 -1.734 -0.170
H 0.478 1.386 -2.905
*
```

As for the total energy: -490.61372 hartree. The maximum force is 5.82 eV Å⁻¹. For the energy above the lowest of the compared OMol25 structures with the same formula, charge and spin, the calculation gives 51.0 kcal per mole. As for the SMILES: Cc1[nH]c(=O)n(O)c1[O-].

Here are the natural (NBO) charges for atoms 1 to 4, given in e:
1 C -0.66
2 C -0.23
3 N -0.59
4 C 0.68

=====

# 5
A structure of composition C57H44BaGeN2O2P in a non-equilibrium geometry. Source: OMol25; level of theory: wB97M-V/def2-TZVPD.

ORCA input file:
```
! wB97M-V def2-TZVPD RIJCOSX def2/J DEFGRID3
* xyz -1 1
Ba -1.237 1.351 -0.347
C -6.589 2.363 4.864
C -5.542 1.689 5.479
C -4.556 1.089 4.710
C -4.602 1.153 3.316
C -5.650 1.840 2.714
C -6.641 2.435 3.480
P -3.300 0.463 2.236
C -1.812 0.624 3.269
C -1.175 1.866 3.251
C -0.011 2.067 3.984
C 0.529 1.030 4.731
C -0.097 -0.209 4.745
C -1.261 -0.412 4.019
C -3.611 -1.322 2.223
C -4.583 -1.945 2.962
C -4.759 -3.343 2.863
C -3.951 -4.081 2.048
C -2.932 -3.464 1.276
C -2.077 -4.214 0.432
C -1.102 -3.575 -0.282
C -0.952 -2.169 -0.191
C -1.756 -1.361 0.590
C -2.756 -2.060 1.342
H -7.351 2.849 5.461
H -5.489 1.636 6.561
H -3.736 0.574 5.196
H -5.674 1.942 1.634
H -7.442 2.981 2.995
H -1.584 2.682 2.658
H 0.471 3.038 3.962
H 1.440 1.183 5.298
H 0.329 -1.022 5.321
H -1.741 -1.383 4.016
H -5.221 -1.372 3.624
H -5.536 -3.825 3.447
H -4.078 -5.158 1.980
H -2.213 -5.289 0.372
H -0.444 -4.147 -0.927
H -0.142 -1.738 -0.787
C 3.257 4.292 -1.068
C 3.135 3.705 0.183
C 1.870 3.354 0.626
N 0.764 3.566 -0.080
C 0.887 4.142 -1.269
C 2.109 4.517 -1.810
H 4.230 4.566 -1.457
H 3.997 3.501 0.803
H 1.744 2.862 1.586
H -0.034 4.304 -1.820
H 2.143 4.969 -2.793
O -0.119 1.174 -2.584
C 0.925 0.676 -2.086
O 1.256 0.874 -0.893
C 1.721 -0.304 -2.942
C 3.086 -0.667 -2.382
Ge 3.943 -2.184 -3.286
C 4.236 -1.792 -5.187
C 4.241 -0.473 -5.636
C 4.481 -0.163 -6.968
C 4.726 -1.177 -7.882
C 4.736 -2.497 -7.453
C 4.498 -2.794 -6.120
C 2.785 -3.752 -3.123
C 2.071 -4.247 -4.211
C 1.208 -5.326 -4.074
C 1.044 -5.933 -2.838
C 1.738 -5.445 -1.739
C 2.595 -4.364 -1.884
C 5.657 -2.513 -2.406
C 6.504 -1.429 -2.175
C 7.738 -1.597 -1.565
C 8.151 -2.864 -1.173
C 7.324 -3.953 -1.399
C 6.091 -3.776 -2.013
H 1.768 0.090 -3.960
H 1.086 -1.197 -3.017
H 2.963 -0.960 -1.335
H 3.748 0.203 -2.360
H 4.053 0.340 -4.943
H 4.473 0.871 -7.289
H 4.909 -0.942 -8.924
H 4.929 -3.297 -8.158
H 4.509 -3.836 -5.810
H 2.180 -3.787 -5.188
H 0.659 -5.687 -4.936
H 0.365 -6.769 -2.726
H 1.599 -5.894 -0.763
H 3.109 -3.994 -1.003
H 6.204 -0.428 -2.468
H 8.375 -0.738 -1.393
H 9.113 -2.999 -0.694
H 7.636 -4.946 -1.099
H 5.462 -4.643 -2.183
N -7.941 6.713 5.670
C -7.140 6.381 4.911
C -6.149 5.965 3.972
C -6.243 6.348 2.632
C -5.299 5.911 1.726
C -4.243 5.074 2.125
C -4.156 4.721 3.481
C -5.095 5.152 4.394
C -3.325 4.518 1.188
C -2.645 3.740 0.519
H -7.064 6.978 2.315
H -5.367 6.186 0.682
H -3.354 4.067 3.797
H -5.027 4.844 5.429
*
```

As for the total energy: -4902.31888 hartree. The maximum force is 1.44 eV Å⁻¹. For the energy above the lowest of the compared OMol25 structures with the same formula, charge and spin, the calculation gives 0.0 kcal per mole.

Here are the Löwdin charges for atoms 1 to 4, given in e:
1 Ba 1.77
2 C -0.11
3 C -0.09
4 C -0.09